Formula: C28H18CaClF6N2O10S2Te
Source: the OMol25 dataset
Level of theory: ωB97M-V/def2-TZVPD

Structure (ORCA input):
```
! RIJCOSX wB97M-V def2-TZVPD def2/J DEFGRID3
* xyz -1 1
Ca -0.0082 0.9293 -0.1336
Cl 4.5768 -1.0295 5.6307
C 3.2833 -0.6352 4.5217
C 2.0373 -0.2316 5.0389
C 1.0061 0.0866 4.2055
C 1.1410 0.0323 2.7793
O 0.1700 0.3499 2.0260
C 2.4193 -0.3992 2.2845
C 2.6991 -0.5391 0.8863
O 1.9282 -0.3461 -0.0569
C 3.4671 -0.7175 3.1763
H 1.9097 -0.1762 6.1128
H 0.0468 0.3987 4.5965
H 3.7313 -0.8541 0.6528
H 4.4234 -1.0316 2.7740
F -2.3774 2.9850 -2.9865
C -1.4424 3.4813 -2.1925
F -1.5823 2.9306 -0.9759
F -1.6083 4.7935 -2.0858
S 0.2439 3.0463 -2.8525
O 0.3295 1.6517 -2.4291
O 0.1923 3.3553 -4.2397
N 1.2744 3.9656 -2.1121
S 1.8496 3.7330 -0.6625
O 3.1709 3.1934 -0.6391
O 0.8791 3.1609 0.2702
C 1.9953 5.4868 -0.1308
F 2.8018 6.1536 -0.9470
F 2.5036 5.5169 1.0979
F 0.8040 6.0759 -0.1174
Te -0.5509 -3.1681 0.0408
C -0.0894 -5.2268 0.2089
C -0.2087 -5.8783 1.4335
C 0.0747 -7.2331 1.5368
C 0.4881 -7.9464 0.4200
C 0.6195 -7.3017 -0.8005
C 0.3341 -5.9460 -0.9052
C -2.6325 -3.5244 -0.0674
C -3.1500 -4.4143 -1.0039
C -4.5209 -4.6027 -1.0967
C -5.3830 -3.8929 -0.2682
C -4.8662 -2.9985 0.6554
C -3.4921 -2.8168 0.7632
H -0.5301 -5.3239 2.3059
H -0.0248 -7.7316 2.4928
H 0.7109 -9.0027 0.5025
H 0.9446 -7.8526 -1.6744
H 0.4398 -5.4430 -1.8586
H -2.4873 -4.9512 -1.6706
H -4.9194 -5.2921 -1.8317
H -6.4538 -4.0219 -0.3611
H -5.5291 -2.4200 1.2864
H -3.0965 -2.1029 1.4750
O -3.9942 0.3184 -0.7374
C -2.9924 -0.2510 -1.1553
O -1.8178 -0.1996 -0.6370
C -3.1153 -1.1228 -2.3948
C -2.0067 -1.4582 -3.1629
C -2.1344 -2.2879 -4.2703
C -3.3680 -2.8196 -4.6017
C -4.4569 -2.4788 -3.8175
C -4.3627 -1.6266 -2.7368
N -5.7608 -3.0870 -4.1282
O -6.6994 -2.8229 -3.4058
O -5.8268 -3.8266 -5.0931
H -1.0399 -1.0638 -2.8848
H -1.2651 -2.5357 -4.8657
H -3.4966 -3.4908 -5.4378
H -5.2247 -1.3682 -2.1408
*
```

As for the HOMO-LUMO gap: 0.278 hartree. The calculation puts the LUMO energy at 1.80 eV. The value obtained for the highest occupied orbital energy is -5.76 eV.



Formula: C28H18Cl5IrN7O2S2
Source: the OMol25 dataset
Level of theory: ωB97M-V/def2-TZVPD

Structure (ORCA input):
```
! RIJCOSX wB97M-V def2-TZVPD def2/J DEFGRID3
* xyz 2 2
Ir 0.6070 0.3616 0.0556
N 0.8793 -1.9496 3.5491
C 1.4866 -1.3189 4.6286
C 1.6424 -1.9854 5.8388
C 2.1921 -1.3198 6.9134
C 2.5838 0.0228 6.8044
C 2.4498 0.6876 5.6081
C 1.9173 0.0093 4.5074
S 1.8402 0.8310 2.9985
N 1.1566 -0.2651 1.9652
C 0.6355 -1.4210 2.3468
C -0.2233 -2.1469 1.3862
C -0.7494 -3.4075 1.6065
C -1.4229 -4.0547 0.5790
C -1.5868 -3.4077 -0.6305
C -1.1021 -2.1122 -0.7584
N -0.4454 -1.5037 0.2233
H 0.5453 -2.8898 3.7112
H 1.3318 -3.0194 5.9316
H 2.3178 -1.8381 7.8543
H 2.9933 0.5367 7.6629
H 2.7538 1.7225 5.5074
H -0.6480 -3.8988 2.5655
H -1.8148 -5.0521 0.7243
H -2.0853 -3.8856 -1.4620
H -1.2483 -1.5401 -1.6678
N -4.7469 -1.7250 -5.6350
C -3.7007 -1.0748 -5.0629
C -3.7784 0.3010 -4.7863
C -2.7153 0.9674 -4.2221
C -1.5479 0.2716 -3.9206
C -1.4427 -1.0884 -4.2059
C -2.5098 -1.7608 -4.7615
S -0.1664 1.0929 -3.2411
O -0.1522 2.4583 -3.6460
O 0.9848 0.2592 -3.4220
N -0.3951 1.0643 -1.5631
C -1.2023 1.9307 -0.9380
N -2.1743 2.6496 -1.4769
C -2.7841 3.5088 -0.6747
C -2.4604 3.6605 0.6766
C -1.4946 2.8220 1.1783
N -0.8869 1.9457 0.3808
H -5.5850 -1.2359 -5.8893
H -4.6871 -2.6984 -5.8687
H -4.6815 0.8387 -5.0465
H -2.7599 2.0317 -4.0359
H -0.4956 -1.5880 -4.0403
H -2.4262 -2.8134 -5.0038
H -3.5708 4.1003 -1.1288
H -2.9546 4.3827 1.3070
H -1.1916 2.8417 2.2174
Cl 2.4925 -0.9806 -1.3569
C 3.2086 0.5514 -0.9207
C 2.3719 1.3630 -0.2009
C 2.8821 2.5661 0.2618
Cl 1.8628 3.6349 1.1631
C 4.2089 2.9282 0.0045
Cl 4.8436 4.3873 0.6306
C 5.0244 2.0802 -0.7526
Cl 6.6506 2.4953 -1.0613
C 4.5115 0.8740 -1.2396
Cl 5.4624 -0.1974 -2.1684
*
```

As for the HOMO-LUMO gap (spin up / spin down): 0.175 / 0.112 hartree. The calculation puts the LUMO energy (spin up / spin down) at -7.46 / -9.17 eV. As for the expectation value of S²: 0.762. The value obtained for the highest occupied orbital energy (spin up / spin down) is -12.23 / -12.22 eV.



Formula: C28H18F5N4O4PdS3Se
Source: the OMol25 dataset
Level of theory: ωB97M-V/def2-TZVPD

Structure (ORCA input):
```
! RIJCOSX wB97M-V def2-TZVPD def2/J DEFGRID3
* xyz -1 1
Pd 0.0557 -1.1051 -0.3746
Se 0.4706 -4.6334 2.7858
C 0.2817 -3.5718 1.3557
N 0.2150 -2.9655 0.3612
O 1.9210 -1.4387 -1.2493
S 2.8711 -2.3111 -0.4490
C 3.0405 -1.5217 1.1405
C 2.6362 -0.2050 1.3008
C 2.7247 0.3602 2.5634
C 3.2194 -0.3800 3.6281
C 3.6179 -1.6955 3.4463
C 3.5178 -2.2819 2.1952
C 4.4572 -1.8870 -1.1581
C 4.5945 -0.7464 -1.9317
C 5.8437 -0.4384 -2.4473
C 6.9315 -1.2613 -2.1905
C 6.7749 -2.4077 -1.4244
C 5.5287 -2.7300 -0.9093
H 2.2408 0.3618 0.4650
H 2.3853 1.3757 2.7113
H 3.2659 0.0622 4.6145
H 3.9651 -2.2813 4.2856
H 3.7659 -3.3252 2.0565
H 3.7270 -0.1292 -2.1209
H 5.9675 0.4497 -3.0529
H 7.9040 -1.0119 -2.5935
H 7.6192 -3.0566 -1.2340
H 5.3898 -3.6294 -0.3233
F -3.3327 4.2199 -3.1726
C -2.4409 3.3785 -2.6146
C -2.3294 2.0713 -3.0573
F -3.1120 1.6457 -4.0606
C -1.4159 1.2023 -2.4859
F -1.3472 -0.0488 -2.9678
C -0.5881 1.5958 -1.4276
O 0.2638 0.8184 -0.8148
C -0.7065 2.9341 -1.0219
F 0.0612 3.3893 -0.0146
C -1.6127 3.8063 -1.5915
F -1.7089 5.0692 -1.1352
N -5.0473 4.6659 1.2148
C -4.3999 3.4375 1.3584
C -5.1265 2.2464 1.3414
C -4.4803 1.0306 1.4699
C -3.1034 0.9872 1.6350
C -2.3787 2.1683 1.6888
C -3.0219 3.3869 1.5622
S -2.2209 -0.5482 1.5462
O -3.0179 -1.5675 2.1740
O -0.9040 -0.2517 2.0493
N -2.0436 -0.7809 -0.0767
C -2.7634 -1.8242 -0.6370
S -4.4787 -2.0231 -0.3882
C -4.4849 -3.2905 -1.5499
C -3.2301 -3.4612 -2.0283
N -2.2664 -2.6321 -1.5248
H -5.9220 4.6185 0.7156
H -4.4571 5.4019 0.8593
H -6.2010 2.2770 1.2085
H -5.0463 0.1090 1.4432
H -1.3066 2.1212 1.8130
H -2.4456 4.3039 1.5894
H -5.3715 -3.8489 -1.7916
H -2.9456 -4.2037 -2.7590
*
```

As for the HOMO-LUMO gap: 0.266 hartree. The calculation puts the LUMO energy at 2.25 eV. The value obtained for the highest occupied orbital energy is -4.97 eV.



Formula: C28H19AuF5N3O3S4Se
Source: the OMol25 dataset
Level of theory: ωB97M-V/def2-TZVPD

Structure (ORCA input):
```
! RIJCOSX wB97M-V def2-TZVPD def2/J DEFGRID3
* xyz 0 1
Au 1.0696 0.1507 -0.8448
O 4.8571 1.4100 -2.0060
C 3.7119 1.2012 -1.6608
O 3.1974 0.0524 -1.3925
C 2.7729 2.3929 -1.5262
C 3.2876 3.6934 -1.4010
C 2.4239 4.7263 -1.1883
C 1.0299 4.4851 -1.1846
C 0.0687 5.4943 -0.9502
C -1.2670 5.2099 -0.9930
C -1.7022 3.9017 -1.2871
C -0.7969 2.8995 -1.4957
C 0.5858 3.1612 -1.4137
N 1.4836 2.1397 -1.5320
H 4.3603 3.8160 -1.4414
H 2.7849 5.7333 -1.0174
H 0.4121 6.4986 -0.7327
H -1.9989 5.9853 -0.8089
H -2.7633 3.6937 -1.3494
H -1.1136 1.8886 -1.7214
F -7.1567 2.8757 -0.8110
C -6.0241 2.2093 -0.6851
C -5.2842 1.8859 -1.8128
F -5.7195 2.2544 -3.0132
C -4.0984 1.1910 -1.6760
F -3.4030 0.8957 -2.7672
C -3.6200 0.7924 -0.4275
Se -2.0632 -0.2733 -0.2232
C -4.3853 1.1453 0.6883
F -3.9709 0.8035 1.9041
C -5.5729 1.8383 0.5729
F -6.2824 2.1580 1.6515
S 4.5822 -5.4919 -2.1662
C 3.2767 -4.7145 -1.5197
S 3.1575 -2.9868 -1.2799
C 1.5137 -3.2014 -0.6758
N 1.1272 -4.4235 -0.6783
N 2.0977 -5.2702 -1.1262
C 1.7717 -6.6623 -1.0911
C 2.6451 -7.5992 -0.5597
C 2.2245 -8.9145 -0.4339
C 0.9516 -9.2919 -0.8338
C 0.0972 -8.3524 -1.3921
C 0.5042 -7.0356 -1.5213
S 0.4936 -1.9649 -0.0486
H 3.6323 -7.3026 -0.2408
H 2.8957 -9.6462 -0.0036
H 0.6233 -10.3147 -0.7021
H -0.8928 -8.6415 -1.7196
H -0.1464 -6.2824 -1.9426
O 0.7287 1.6537 1.1578
S -0.3924 1.7345 2.1548
C 0.2433 0.8706 3.6460
C 0.4544 1.9073 4.7452
C 0.8235 3.2088 4.0384
C -0.2180 3.3787 2.9459
H 1.1793 0.4318 3.3015
H -0.4557 0.0788 3.9106
H 1.2353 1.5847 5.4339
H -0.4655 2.0418 5.3182
H 1.8155 3.1226 3.5899
H 0.8287 4.0580 4.7225
H 0.0473 4.0914 2.1660
H -1.2026 3.6241 3.3510
*
```

As for the HOMO-LUMO gap (spin up / spin down): 0.152 / 0.152 hartree. The calculation puts the LUMO energy (spin up / spin down) at -3.48 / -3.50 eV. The value obtained for the highest occupied orbital energy (spin up / spin down) is -7.63 / -7.63 eV.



The following electronic energy values (in eV) correspond, in order, to the records above: -129017.5653, -130960.3503, -158398.2231, -165920.9788.
The following relative energy (zero: lowest compared OMol25 entry of this formula, charge and spin) values (in kJ/mol) correspond, in order, to the records above: 0.0, 119.8, 36.0, 88.0.